7 unconnected molecules or ions with the total composition C15H44F3N7O9S in a non-equilibrium geometry. Source: the OMol25 dataset; level of theory: the ωB97M-V functional and the def2-TZVPD basis.

Geometry as XYZ:
```
79
Properties=species:S:1:pos:R:3:forces:R:3:mulliken_charge:R:1
O 11.121476 -9.459245 -5.551972 -0.5546 -0.4403 -0.5869 -0.304
H 10.864392 -9.905130 -4.741608 -0.0132 -0.8416 1.2746 0.358
H 12.047579 -9.208774 -5.586561 1.0727 0.2665 -0.0370 0.445
H 10.513809 -8.731820 -5.704221 -0.3751 0.9204 -0.3869 0.433
C 17.667516 -12.612121 -6.747676 -2.5180 1.5104 -4.1819 0.618
F 17.142599 -13.806457 -6.844360 -0.2747 -1.6891 0.5533 -0.227
F 17.577062 -12.150028 -5.567052 0.9915 0.3715 2.9145 -0.197
F 18.896733 -12.677304 -7.231099 0.5127 0.3765 0.3980 -0.219
S 16.420322 -11.459127 -7.778225 -1.7992 3.2677 -1.7933 1.017
O 17.182719 -10.304229 -8.351715 -0.2670 -2.0626 1.4454 -0.677
O 15.807984 -12.249250 -8.889075 1.0435 0.2810 2.5013 -0.655
O 15.432261 -10.942976 -6.725469 2.0133 -1.9225 -1.6750 -0.658
C 6.788773 -5.554790 -5.891394 0.7364 -3.4269 0.4972 0.636
O 7.541600 -6.510906 -5.735137 0.7057 -0.2085 -0.0729 -0.671
N 7.033867 -4.357800 -5.469785 1.7798 3.4716 1.3345 -0.414
N 5.586019 -5.686647 -6.377619 -3.4876 -0.5435 -1.7026 -0.388
H 6.492523 -3.578052 -5.814823 0.5653 0.0478 0.2744 0.195
H 7.973494 -4.280314 -5.107595 -0.2020 0.7168 -0.1283 0.242
H 4.938407 -4.918342 -6.275588 -0.0999 -0.4832 -0.1671 0.173
H 5.227863 -6.611403 -6.569064 0.1335 0.2940 -0.0112 0.225
C 11.605765 -5.106546 -3.188956 0.5365 -1.5557 -1.4754 0.724
O 12.233027 -5.588246 -4.089853 1.7214 -1.7186 -1.1796 -0.659
N 11.216086 -5.633050 -2.060323 0.0006 -3.4048 3.1234 -0.367
N 11.091230 -3.948071 -3.240478 -3.2078 7.4950 -0.8024 -0.379
H 10.524190 -5.137529 -1.516408 0.4953 -0.8963 0.2952 0.151
H 11.548487 -6.566204 -1.863307 -0.4526 0.1815 0.4246 0.201
H 10.390847 -3.714234 -2.551365 0.3519 0.3768 -0.2909 0.128
H 11.114383 -3.284289 -4.001362 0.4709 -0.6635 -0.1236 0.209
C 11.922083 -8.162157 -12.007520 -0.5953 0.0373 -0.7259 -1.297
C 11.347548 -6.910867 -11.315942 -1.6983 -0.5750 0.7995 0.518
C 9.739369 -6.838215 -11.451995 1.3731 1.6471 0.0262 -0.859
O 9.275590 -6.693420 -12.769171 -0.4436 -0.4581 -1.0173 -0.356
C 9.507031 -5.451837 -13.427295 -0.1173 -0.1924 -0.3344 -0.770
N 11.632756 -6.931928 -9.883222 -0.1430 -1.2478 -0.0026 -0.640
H 11.636254 -8.128142 -13.058827 0.1948 0.2763 -0.2315 0.303
H 11.493308 -9.119046 -11.709850 -0.2841 0.2384 0.6993 0.326
H 12.999663 -8.322046 -11.970773 0.0743 0.5327 0.2296 0.395
H 11.828596 -5.989395 -11.643963 -0.3652 -0.0019 -1.1115 0.242
H 9.310716 -5.972536 -10.947061 0.7321 0.7862 0.5694 0.389
H 9.203343 -7.593139 -10.876791 0.4085 -0.9775 -0.7833 0.430
H 8.860854 -5.322430 -14.295509 -0.4333 -0.7740 0.0371 0.269
H 10.496119 -5.395782 -13.881904 0.3864 0.1205 0.5454 0.287
H 9.249209 -4.566512 -12.846060 0.4320 -0.0485 0.6531 0.323
H 11.150502 -6.210521 -9.366393 0.5040 0.2822 -0.0872 0.197
H 12.640976 -6.925402 -9.823692 -0.0337 0.3289 0.8217 0.252
C 9.113623 -11.949951 -0.228498 1.1029 0.7840 -0.8533 -1.452
C 9.832493 -11.010941 -1.247946 0.8020 -1.1530 1.6614 0.257
C 11.431798 -11.097866 -1.132418 -2.5292 1.3359 -0.1927 -0.850
O 12.000075 -10.074966 -1.956561 -0.8262 -1.5437 -0.9108 -0.188
C 13.415610 -10.077531 -1.882262 -0.4390 0.5545 1.0779 -0.824
N 9.360317 -11.424699 -2.539224 0.0577 0.6907 -1.8054 -0.545
H 9.451868 -12.952954 -0.488616 -0.1382 -0.2516 0.5608 0.378
H 8.067885 -11.843808 -0.517071 -0.1253 -0.2043 0.6452 0.399
H 9.336312 -11.649839 0.795433 -0.2735 -0.3798 0.0915 0.387
H 9.464026 -10.025814 -0.961838 0.4084 0.3694 -0.6421 0.348
H 11.704714 -12.128471 -1.359265 0.4604 0.0420 -0.3884 0.375
H 11.696430 -10.866749 -0.100586 0.0947 -0.1935 0.2641 0.408
H 13.757944 -9.305158 -2.570985 0.2812 -0.1836 0.1997 0.280
H 13.910681 -11.037773 -2.027020 -0.2537 -0.1214 -0.4882 0.314
H 13.550505 -9.814172 -0.833195 1.0972 0.3637 0.0634 0.324
H 8.391336 -11.178351 -2.682367 -0.1226 0.4518 0.0570 0.191
H 9.323606 -12.429442 -2.635332 0.5064 -0.2858 0.1426 0.254
C 6.188026 -10.846011 -8.207800 1.2657 1.0971 -1.6785 -1.492
C 5.290436 -11.838119 -7.634806 0.2143 -1.3324 2.6337 0.431
C 4.438839 -11.163671 -6.563038 -0.2098 0.3550 0.0678 -0.763
O 5.280098 -10.555622 -5.590815 -0.0822 0.3680 -1.3522 -0.235
C 4.587550 -9.765959 -4.654338 0.1496 -1.3091 1.2167 -0.839
N 4.508624 -12.478039 -8.658472 -0.3944 0.7886 0.1360 -0.740
H 5.622816 -10.017317 -8.634292 -0.2837 0.3254 0.1776 0.297
H 6.645145 -11.274726 -9.099614 0.4802 -0.1192 0.1537 0.409
H 6.937883 -10.417960 -7.542524 -0.1350 -0.2485 0.0225 0.324
H 5.841515 -12.626527 -7.122123 0.3974 -0.0396 0.0712 0.314
H 3.672322 -11.793167 -6.111069 0.2584 -0.7344 0.3978 0.396
H 3.804177 -10.436284 -7.069205 0.0871 0.7650 -0.2208 0.359
H 5.180187 -8.930912 -4.280733 0.0662 0.1766 -0.5600 0.228
H 4.518671 -10.461738 -3.818122 -0.6254 0.3263 0.6682 0.322
H 3.573988 -9.481551 -4.936996 0.1136 0.2126 -0.3157 0.352
H 4.021240 -11.640536 -8.943336 -0.9272 -0.1912 -1.2145 0.329
H 3.819747 -13.026741 -8.164046 -0.3489 -0.4102 -0.1955 0.301
```
Forces are in eV/Å.

The calculation puts the total energy at -64107.860 eV.